Density functional theory data (ωB97M-V with the def2-TZVPD basis set) for C24H55AlFN2O as an isolated structure in a non-equilibrium geometry.

Geometry as XYZ:
```
84
C24H55AlFN2O ωB97M-V with the def2-TZVPD basis set
C 1.883 -6.835 -5.982
C 1.070 -6.027 -6.986
C -0.382 -6.400 -7.132
C 1.699 -5.083 -7.712
C 1.188 -3.727 -8.140
C 1.338 -2.666 -7.015
C 0.032 -2.105 -6.431
C -0.905 -3.256 -6.017
C 0.313 -1.254 -5.191
C 1.290 -0.072 -5.391
Al 2.712 -0.093 -3.957
F 3.083 -1.774 -3.654
C 2.074 0.663 -2.195
C 1.288 1.967 -2.302
O 1.858 3.024 -1.477
H 2.652 -7.429 -6.484
H 2.329 -6.157 -5.262
H 1.239 -7.537 -5.452
H -0.747 -6.854 -6.207
H -1.041 -5.562 -7.340
H -0.479 -7.168 -7.900
H 2.735 -5.293 -7.979
H 1.830 -3.396 -8.960
H 0.180 -3.768 -8.559
H 1.889 -1.827 -7.436
H 1.941 -3.091 -6.210
H -0.441 -1.490 -7.203
H -0.295 -4.034 -5.555
H -1.442 -3.663 -6.869
H -1.592 -2.907 -5.247
H 0.655 -1.924 -4.394
H -0.654 -0.858 -4.859
H 1.727 -0.079 -6.392
H 0.745 0.877 -5.320
H 4.088 0.593 -4.476
H 2.971 0.874 -1.608
H 1.491 -0.078 -1.641
H 1.227 2.358 -3.321
H 0.273 1.792 -1.930
H 1.132 3.505 -1.086
C 2.446 1.200 1.386
C 1.610 0.876 2.613
N 0.196 1.154 2.417
C -0.580 1.068 3.638
C -0.699 -0.295 4.334
C -0.399 0.539 1.241
C -0.347 -0.989 1.116
H 2.332 2.241 1.086
H 3.500 1.027 1.610
H 2.189 0.574 0.535
H 1.959 1.491 3.449
H 1.799 -0.171 2.901
H -1.586 1.451 3.439
H -0.140 1.774 4.352
H -1.396 -0.955 3.821
H -1.081 -0.157 5.350
H 0.263 -0.802 4.413
H 0.087 0.964 0.359
H -1.439 0.872 1.172
H 0.624 -1.392 1.404
H -0.522 -1.276 0.077
H -1.116 -1.478 1.716
C -1.113 4.671 5.359
C -1.931 5.050 6.582
N -2.856 4.008 6.994
C -3.799 4.449 8.005
C -3.257 4.846 9.385
C -2.268 2.696 7.207
C -1.150 2.563 8.250
H -1.759 4.414 4.518
H -0.484 5.509 5.058
H -0.453 3.826 5.556
H -2.520 5.939 6.341
H -1.240 5.345 7.388
H -4.556 3.669 8.132
H -4.338 5.308 7.592
H -2.988 3.977 9.984
H -4.027 5.388 9.939
H -2.387 5.499 9.314
H -1.880 2.344 6.248
H -3.074 1.998 7.450
H -0.435 3.385 8.194
H -0.598 1.637 8.077
H -1.539 2.515 9.266
```

Calculated values
- Highest occupied orbital energy: -4.666 eV
- 2S+1: 1
- DFT total energy: -1474.522357 Ha
- Net charge: -1
- HOMO-LUMO gap: 6.86 eV

Mulliken atomic charge list, values in e, 5 entries:
1. C -1.40
2. C 0.89
3. C -1.30
4. C -0.61
5. C -0.86